# 1
Below is 5 unconnected molecules or ions with the total composition C41H66BBrF2N2O9S3, with properties calculated with ωB97M-V/def2-TZVPD.

Calculated values
Total charge: 0
Frontier orbital gap in eV: 7.87
SMILES: CCCCC[C@@H](CC=O)O[C@](B(O)OCC)(c1ccccc1)[C@@](F)(CCCBr)O[C@@](F)(S)CCCSC(=S)n1ccnc1.CC(C)=O.CC(C)=O.CC(C)=O.CC(C)=O

XYZ file:
```
125
Properties=species:S:1:pos:R:3:forces:R:3:lowdin_charge:R:1
H 4.7176 -1.9215 -5.3438 -0.037 0.021 -0.011 0.0617
C 5.2978 0.1567 0.1980 0.172 0.153 -0.020 -0.0630
H 2.4706 4.4790 2.0287 -0.135 0.207 0.069 0.0117
C -12.9449 -0.8621 3.5096 0.027 0.077 -0.001 -0.5059
H 0.8064 3.4890 -1.6299 0.248 0.171 0.047 0.1094
C 6.5724 -1.0956 -4.7018 0.001 0.042 -0.035 -0.5026
Br 3.8601 3.8243 3.9241 -0.034 -0.025 0.187 0.5921
H 0.3726 -1.2856 -3.4136 -0.005 0.116 0.014 0.1248
H -11.2653 -1.5917 2.4045 0.001 -0.014 -0.052 0.0507
H -7.5884 -3.8324 -1.0132 0.152 0.127 -0.043 0.1027
C -13.5302 0.3267 4.2384 -0.115 -0.114 0.008 -0.0298
C -3.8206 0.5434 1.6555 0.035 -0.352 -0.008 -0.2581
H 0.5430 3.3926 1.0569 -0.039 0.054 -0.087 0.1314
H -0.9307 -2.3646 -0.5012 -0.032 0.118 -0.075 0.1114
C -11.5756 -0.6802 2.9007 -0.123 -0.158 0.130 -0.0381
H 8.1857 -2.1565 5.5865 -0.007 0.054 0.075 0.0846
H 0.7944 -5.7415 2.3655 -0.019 0.113 0.002 0.0677
H 0.5232 -5.3761 -1.5544 0.121 -0.031 -0.164 0.1058
C 8.1166 -1.3310 4.8763 0.025 -0.019 -0.170 -0.0229
C 1.0117 -6.3755 0.2909 -0.248 0.216 0.192 -0.2681
H 2.0385 7.1267 -1.7113 -0.003 -0.001 -0.002 0.0803
H 6.0360 -2.0705 -6.5287 0.029 0.097 -0.073 0.0850
C 5.5743 -1.4207 -5.7823 -0.038 -0.147 0.112 -0.0251
C 4.9271 0.9221 -0.8902 0.249 0.041 -0.070 -0.0599
C 0.4604 1.3900 0.3990 0.323 -0.117 -0.359 -0.3699
C 3.5942 1.0654 -1.2280 -0.010 0.129 -0.297 -0.0253
H -8.8708 -0.0825 0.4464 0.022 0.045 0.012 0.1052
H -3.7779 2.3213 -0.8865 -0.004 -0.138 -0.020 -0.1290
C -1.5162 1.5120 -4.8690 0.225 0.300 0.051 -0.0566
H -5.1826 -1.1140 2.0822 -0.270 0.091 0.006 0.0837
C -8.2220 -3.0788 -0.5854 -0.126 -0.273 -0.281 -0.0811
C 3.3974 6.7156 -0.1156 0.131 0.046 -0.036 -0.4891
H 1.9851 -6.9982 2.1372 0.039 -0.041 0.019 0.0653
H 3.7315 6.9454 -2.2195 0.055 0.066 0.002 0.0872
H -4.3214 1.5103 1.6643 -0.006 0.076 0.105 0.0777
S -5.6700 -1.7817 -1.9101 0.169 -0.165 0.025 0.7424
H 3.3762 -1.5756 -2.7240 0.114 0.023 0.000 0.1331
H 2.2339 -0.7730 1.2383 -0.074 -0.007 0.005 0.1245
H 4.9013 6.4138 1.3697 0.001 -0.005 0.002 0.0763
H 3.2118 8.4240 -1.3966 0.084 -0.001 -0.038 0.0857
N -7.8256 -1.7681 -0.3910 0.169 0.198 0.203 -0.1493
C 2.6037 0.4635 -0.4714 -0.171 -0.269 0.031 -0.1614
H 4.6167 -1.0398 1.8143 -0.041 -0.073 0.094 0.0813
H 1.4360 4.1695 3.4570 -0.042 0.117 0.005 0.0648
C 5.6076 -1.0014 5.3299 -0.078 -0.013 -0.146 -0.0168
O 6.3810 -1.3909 -3.5459 -0.016 -0.017 0.071 0.0632
H 2.3530 -5.3373 1.6707 0.125 -0.045 -0.036 0.0707
O -0.7774 1.8496 -0.1685 0.098 -0.071 0.401 -0.0501
C 3.0707 7.3433 -1.4479 -0.154 -0.081 0.054 -0.0198
H 3.3464 1.6568 -2.0969 -0.104 0.055 -0.046 0.1160
S -3.0203 3.1747 -0.1911 0.158 0.082 0.190 0.8727
H -10.8568 -0.4282 3.6839 -0.004 0.119 -0.034 0.0848
H -12.8783 0.6174 5.0638 0.039 0.071 -0.045 0.0816
H -3.4934 0.3258 2.6702 0.035 0.175 0.094 0.1190
H 1.1573 -3.4302 0.6942 0.053 0.029 0.022 0.1088
H 8.3746 -0.9847 -5.8623 -0.029 0.045 -0.076 0.0822
H -1.4663 0.4482 -5.0880 -0.115 -0.067 -0.045 0.0786
C 1.2635 2.5826 0.9273 -0.555 0.184 0.393 -0.0737
H 7.5804 0.5744 -5.5968 0.008 -0.034 -0.085 0.0831
H 1.9782 2.9183 0.1805 0.088 -0.086 -0.045 0.1265
H 5.5826 -1.8144 6.0574 0.045 0.047 0.064 0.0852
H 8.3792 -0.4076 5.3949 -0.019 -0.033 0.083 0.0854
C -1.2350 1.7593 -3.4025 -0.197 -0.066 -0.490 -0.2281
C 1.5708 -6.0968 1.6892 -0.009 -0.039 0.042 -0.1160
H 5.5220 6.5014 -0.2938 0.019 0.079 -0.039 0.0879
O -0.0705 1.0461 -3.0046 -0.087 -0.027 0.499 0.0860
H 5.7783 -0.0653 5.8638 0.031 -0.035 0.069 0.0867
C 0.4487 -3.9083 0.0165 -0.554 -0.291 -0.113 -0.2034
H 2.1148 -4.9686 -0.8386 -0.035 0.080 -0.406 0.1147
C -2.6110 0.5662 0.7244 -0.210 0.086 -0.008 -0.1582
H -10.1310 -4.0104 -0.1126 -0.045 -0.021 0.064 0.1036
H -0.0354 -6.6706 0.3971 0.003 -0.217 -0.056 0.1033
C 1.1763 -1.7855 -2.8778 -0.150 -0.088 -0.044 -0.0744
C 1.1312 0.6329 -0.7842 0.035 0.180 -0.248 -0.1749
C 2.9889 -0.2923 0.6306 -0.160 -0.280 0.125 -0.0372
O 1.2479 2.8625 -2.2131 -0.555 -0.024 0.223 0.1642
O -13.5481 -1.9048 3.4221 -0.018 -0.039 0.011 0.0694
C 6.7133 -1.2354 4.3291 -0.011 0.038 0.085 -0.4924
H -0.7817 2.0290 -5.4853 0.087 -0.079 -0.046 0.0815
H 6.3397 0.0410 0.4582 0.057 -0.044 0.029 0.1058
H -4.2953 -1.2686 0.5708 0.015 -0.054 -0.004 0.0551
C 1.9538 2.3971 2.2779 0.180 0.568 0.134 -0.2435
H -11.5962 0.1287 2.1683 0.045 0.061 0.053 0.0833
H 1.8674 -2.0830 -0.8797 0.182 0.437 0.169 0.1339
C -6.5964 -1.2050 -0.7239 -0.130 -0.075 -0.149 -1.0509
F -1.6435 2.4413 1.8520 0.139 -0.097 0.014 0.0199
O 2.6731 -0.6815 -4.3847 0.010 -0.107 0.274 0.0506
H -13.6223 1.1746 3.5578 0.077 0.042 0.029 0.0821
C 4.7974 6.9145 0.4097 -0.081 -0.101 0.130 -0.0141
C 0.9303 -1.7912 -1.3626 -0.254 -0.538 -0.523 -0.3042
N -9.9140 -1.9181 0.3384 -0.141 0.000 -0.037 0.0759
H 2.9061 1.8847 2.1780 -0.102 -0.308 -0.062 0.0802
C 2.2391 3.7943 2.8347 0.319 -0.273 -0.294 -0.5872
C -0.0947 -2.8771 -0.9768 0.061 0.306 0.368 -0.1206
O 2.5768 6.0798 0.5045 -0.124 -0.045 -0.063 0.0569
C 2.5116 -1.2947 -3.3550 -0.070 0.296 -0.141 -0.2457
B 0.7510 1.5701 -2.0577 0.139 -0.080 -0.415 -0.5760
H 5.0033 7.9791 0.5315 0.046 0.008 -0.080 0.0868
H -2.0703 1.3871 -2.8043 0.043 -0.044 0.116 0.1115
O 6.4854 -1.3380 3.1471 0.062 -0.046 -0.018 0.0636
H 5.6793 1.4096 -1.4919 0.087 0.000 -0.085 0.1056
H -14.5120 0.0697 4.6282 -0.001 -0.007 -0.002 0.0786
H 1.3058 1.8749 2.9752 0.098 -0.266 0.001 0.1159
H -0.3834 -4.2327 0.6499 -0.042 -0.049 -0.007 0.1120
F 0.2105 0.5054 1.4199 -0.126 0.091 0.045 0.0789
H -2.4961 1.9110 -5.1279 -0.103 -0.110 -0.027 0.0768
H 1.1575 -2.8343 -3.1984 0.097 -0.077 0.024 0.1322
H -2.9090 0.3011 -0.2922 -0.002 -0.036 -0.048 0.1188
H 8.4676 -0.2055 -4.2677 -0.006 -0.003 0.001 0.0786
C 4.3194 -0.4515 0.9613 0.056 -0.150 0.119 -0.0602
H 8.8155 -1.4978 4.0606 0.000 -0.001 -0.005 0.0812
S -6.1214 0.2064 0.2639 -0.202 0.213 -0.080 0.8874
O 0.3797 -0.5865 -0.8583 0.325 0.036 0.289 -0.0364
H 5.2336 -0.5068 -6.2703 0.043 -0.012 -0.065 0.0898
C -9.4895 -3.1470 -0.1291 -0.142 -0.179 -0.046 -0.1194
H 1.5506 -7.2075 -0.1599 -0.022 -0.036 -0.125 0.0992
H -1.1461 2.8293 -3.2087 0.152 0.038 0.067 0.1196
C -8.9080 -1.1251 0.1843 0.148 0.102 0.125 -0.1746
H 4.6520 -0.9489 4.8139 -0.002 0.007 -0.003 0.0791
C -4.7984 -0.5617 1.2286 0.433 -0.060 0.046 -0.4572
H -1.8873 -0.1790 1.0421 0.150 0.009 -0.036 0.1248
C -1.9302 1.9139 0.6081 -0.391 0.236 -0.458 -0.7780
H -0.4971 -3.3648 -1.8643 -0.003 -0.100 -0.036 0.1108
C 1.0569 -5.1559 -0.6308 0.427 0.084 0.566 -0.2208
C 7.8325 -0.3807 -5.1330 0.024 0.001 0.173 -0.0272
```
Positions in Å, forces in eV/Å.

=====

# 2
Below is C21H35BrO7 in the gas phase, with properties calculated with ωB97M-V/def2-TZVPD.

Calculated values
Total charge: 0
Frontier orbital gap in eV: 10.48
SMILES: CCCO[C@]1(CC=O)OC(=O)O[C@]1(CCCCCCCCOC(C)=O)C[C@H](C)Br

XYZ file:
```
64
Properties=species:S:1:pos:R:3:forces:R:3:lowdin_charge:R:1
H 5.6260 -0.0274 0.1709 0.063 0.060 0.109 0.0479
H -4.7048 -3.7093 1.3586 -0.021 0.037 0.027 0.0909
C 0.9419 2.5185 -0.7667 0.170 -0.174 0.304 -0.2313
C -4.9911 0.2822 1.8304 0.047 -0.043 -0.127 -0.1756
H 6.0339 1.9349 -1.0338 -0.112 0.053 0.010 0.0639
C -2.7064 1.1144 -1.8616 0.046 -0.017 0.007 -0.2001
H -5.0715 2.7605 -0.1849 -0.009 -0.037 0.057 0.1065
H 0.9475 2.8675 0.2818 0.067 0.001 -0.027 0.1386
H -3.1805 3.1543 -1.3921 0.045 -0.045 -0.019 0.1102
O 0.7933 -0.8377 2.7941 -0.106 -0.065 0.372 0.1978
H -6.1583 -2.7208 1.3014 0.040 0.010 -0.022 0.0936
H 3.2085 -2.9206 0.7151 0.049 0.026 -0.020 0.0841
H 4.6119 -3.6883 -0.0433 -0.008 0.012 -0.005 0.0804
H 2.9214 1.8767 -1.1814 -0.031 0.014 0.068 0.1326
H -4.7157 -2.2186 0.3823 -0.043 -0.020 0.011 0.0678
O -4.0508 -0.7032 2.2949 -0.095 0.034 0.141 -0.0443
H 6.9946 2.3367 0.3774 -0.015 0.010 -0.034 0.0691
H -4.4856 2.3619 2.0111 0.062 -0.009 -0.012 0.1129
H -3.4570 1.0753 -2.6577 -0.025 -0.036 0.061 0.1139
C -2.5494 -0.2715 -1.2285 0.091 -0.028 0.000 -0.1831
H -0.3478 -1.7591 -1.7475 -0.040 0.046 0.014 0.1274
C -1.2749 -0.4091 -0.3830 0.021 0.152 -0.138 -0.1581
H -4.9233 1.0810 -0.6177 0.011 0.077 -0.025 0.0991
C 5.9840 2.0993 0.0446 0.016 -0.161 -0.042 -0.0940
H -1.0767 0.5546 0.0912 -0.012 -0.097 0.152 0.1037
C -5.0673 -2.6839 1.3013 -0.010 0.015 0.032 0.0144
H 0.0189 -0.0839 -2.0681 0.073 -0.072 -0.012 0.1203
C 1.2867 -1.0496 -0.5908 -0.249 0.157 0.122 -0.3068
H -3.1606 1.3140 1.5742 -0.050 -0.024 -0.006 0.1112
C 2.0388 -2.0313 -1.4828 0.010 -0.026 -0.066 -0.1512
C 1.0058 -0.6794 1.6437 -0.175 0.016 -0.352 -0.5477
C -3.0970 2.2038 -0.8610 0.038 0.027 0.018 -0.2033
C -4.5885 -1.9421 2.5305 -0.017 0.147 -0.433 -0.5281
H 4.6904 -2.0011 0.4377 -0.130 -0.055 0.044 0.0508
O 1.0621 -1.6561 0.7144 0.136 0.094 -0.126 0.1034
C 1.9799 0.2527 -0.1421 -0.092 -0.026 0.156 -0.4062
C 3.5167 -2.3771 -1.3609 -0.006 -0.116 0.121 -0.6647
C 1.9265 1.4270 -1.1202 -0.069 -0.054 -0.026 -0.0219
O 3.2662 -0.0738 0.2608 -0.128 0.306 0.028 -0.1340
C 4.0371 -2.7639 0.0243 0.164 -0.108 -0.071 -0.1013
H -2.2796 2.3379 -0.1449 -0.078 0.075 -0.011 0.0934
C 3.9415 0.9084 1.0676 -0.039 -0.029 -0.036 -0.1497
H 1.6875 1.0688 -2.1211 0.094 0.040 0.008 0.1280
Br 4.6349 -1.0098 -2.2270 0.112 -0.072 -0.320 0.7517
O -4.6208 -2.3969 3.6292 0.086 -0.194 0.336 0.1429
H -2.5399 -1.0275 -2.0214 -0.036 -0.030 0.073 0.1145
C 5.4410 0.8620 0.7746 0.048 0.030 0.089 -0.2193
H 3.6637 -3.2154 -2.0379 -0.017 0.027 -0.008 0.0758
H 5.9817 0.7174 1.7116 -0.054 0.073 0.014 0.1085
H 3.5353 1.9017 0.8540 0.018 -0.009 0.032 0.1157
C -0.0894 -0.8129 -1.2605 -0.024 -0.159 0.029 -0.0905
H -1.7664 1.4040 -2.3435 -0.049 -0.009 -0.016 0.0961
O 0.1961 3.0038 -1.5684 -0.264 0.141 -0.296 0.0737
H -5.6737 0.5089 2.6538 0.003 -0.024 -0.029 0.1298
H 1.5002 -2.9769 -1.3443 0.010 0.037 -0.031 0.1425
H -1.4276 -1.1475 0.4068 0.049 0.055 0.001 0.1256
C -4.4043 1.8998 -0.1068 -0.029 -0.019 -0.059 -0.1901
H -5.5767 -0.1369 1.0027 -0.001 0.054 0.052 0.1122
H 1.8478 -1.7257 -2.5145 0.022 -0.037 0.013 0.1192
C -4.2156 1.5177 1.3741 0.012 -0.019 0.016 -0.1487
H 3.7261 0.6961 2.1165 -0.023 -0.040 -0.031 0.1341
H -3.4135 -0.4965 -0.5962 -0.006 0.041 -0.070 0.0839
O 1.2075 0.5358 1.0511 0.386 -0.029 -0.061 0.0924
H 5.3592 2.9762 0.2285 0.077 0.010 0.014 0.0694
```
Positions in Å, forces in eV/Å.